1.
Formula: C10H9N5
Source: the Open Molecules 2025 dataset
Level of theory: ωB97M-V/def2-TZVPD

<S²> = 2.03
E_LUMO (alpha / beta) = -0.87 / -2.56 eV
net charge = 0
HOMO-LUMO gap (alpha / beta) = 6.6 / 5.8 eV
spin multiplicity = 3
HOMO (alpha / beta) = -7.43 / -8.35 eV

Each line ends with the Löwdin spin population.
Geometry (Å):
C  -3.4743  -0.4589  0.3691  0.01
C  -3.2742  0.5866  -0.4914  0.00
C  -2.4331  -0.8908  1.2018  0.00
C  -2.0794  1.3173  -0.4438  0.01
C  -1.2182  -0.2690  1.0711  0.01
C  0.8671  2.6737  -0.0740  0.09
C  -1.0049  0.8468  0.2809  0.01
C  0.3253  1.4601  0.1223  0.11
C  1.5248  0.6107  -0.0130  0.18
C  2.8970  -2.2935  -0.9974  0.05
N  2.1964  2.5993  -0.1818  0.24
N  1.4879  -0.6734  -0.0113  0.29
N  2.9653  -1.6576  1.2784  0.83
N  2.6380  1.4104  -0.2134  0.09
N  2.5123  -1.5428  0.1782  0.08
H  -4.4115  -0.8984  0.2876  0.00
H  -4.1883  0.8767  -0.9382  0.00
H  -2.6232  -1.8690  1.8507  0.00
H  -1.8651  2.1794  -1.0360  0.00
H  -0.3440  -0.5234  1.6907  0.00
H  0.3749  3.7101  -0.1420  0.00
H  2.0296  -2.2823  -1.5939  0.01
H  3.7579  -1.6548  -1.4991  0.00
H  3.3395  -3.2572  -0.6952  0.00



2.
Formula: C28H76O10
Source: the Open Molecules 2025 dataset
Level of theory: ωB97M-V/def2-TZVPD

E_LUMO = 0.56 eV
net charge = 0
HOMO-LUMO gap = 10.1 eV
HOMO = -9.49 eV
energy relative to the best compared isomer or geometry (same formula, charge and spin) = 47.97 kcal/mol

Each line ends with the Mulliken charge.
Geometry (Å):
C  2.9552  2.4707  -1.8160  -0.62
C  3.2363  3.1652  -0.5106  1.59
C  4.7022  3.3330  -0.1292  -1.64
O  2.5532  4.4360  -0.5722  -0.64
H  3.4923  1.4905  -1.8278  0.36
H  3.3006  2.9953  -2.6830  0.39
H  1.8585  2.3361  -1.8517  -0.32
H  2.7706  2.6009  0.3126  -0.64
H  5.0387  2.3831  0.2336  0.37
H  4.7871  4.1650  0.6568  0.34
H  5.3137  3.6106  -0.9298  0.43
H  1.6117  4.2917  -0.6326  0.18
C  -0.0365  0.8515  1.3146  -0.34
C  -0.3281  0.2652  -0.1132  0.75
C  -1.6433  -0.4479  -0.1615  -1.40
O  -0.4443  1.3293  -1.0577  1.01
H  0.1902  0.0152  2.0377  0.03
H  -0.9097  1.4318  1.6316  0.48
H  0.8260  1.4878  1.3521  -0.52
H  0.4899  -0.4126  -0.4014  -0.10
H  -1.7425  -0.9922  -1.1227  0.34
H  -2.4383  0.3155  0.0619  0.32
H  -1.6359  -1.2202  0.6094  -0.04
H  -0.6018  2.1921  -0.6377  -0.50
C  1.0591  -5.8700  -1.9663  -1.59
C  1.0158  -4.4997  -1.3177  0.72
C  0.2458  -3.4791  -2.2260  -0.78
O  0.5540  -4.5724  0.0244  -0.44
H  1.8651  -6.3819  -1.3872  0.37
H  1.3533  -5.7944  -3.0630  0.33
H  0.1570  -6.4483  -1.7767  0.33
H  2.0393  -4.1676  -1.2141  0.27
H  0.6716  -3.4911  -3.2303  0.58
H  0.3114  -2.4648  -1.8395  -0.14
H  -0.8446  -3.8146  -2.3233  0.06
H  -0.3439  -4.2717  0.3180  -0.03
C  -2.3876  -3.3636  3.6940  -1.35
C  -1.6150  -4.0924  2.6025  1.18
C  -1.7398  -5.6209  2.7252  -1.54
O  -1.8278  -3.4826  1.3209  0.06
H  -2.1474  -3.8251  4.6905  0.38
H  -3.5037  -3.2964  3.4639  0.28
H  -2.1396  -2.2674  3.6600  0.20
H  -0.5634  -3.9044  2.7472  -0.14
H  -1.1565  -5.9849  1.9043  0.32
H  -2.7638  -5.9798  2.6637  0.36
H  -1.1938  -5.8117  3.6306  0.48
H  -2.5180  -3.9660  0.8514  0.08
C  0.1062  4.3696  -3.0789  -0.79
C  -0.8880  4.6711  -1.9242  0.59
C  -2.2838  4.1082  -2.2212  -1.21
O  -0.3211  4.0671  -0.7632  0.05
H  -0.2977  4.4699  -4.0822  0.43
H  0.3236  3.2950  -3.1245  -0.46
H  1.0527  4.8597  -3.0980  0.43
H  -1.0056  5.7575  -1.8740  0.36
H  -2.2408  3.0816  -2.5781  0.09
H  -2.7826  4.7527  -2.9399  0.48
H  -2.8502  4.0703  -1.2706  0.27
H  -0.3707  4.6339  0.0263  -0.07
C  -0.2121  5.1792  4.1187  -1.21
C  -0.7606  5.9309  2.8720  0.61
C  0.2789  6.6890  2.1568  -1.25
O  -1.0900  4.8959  1.8966  -0.36
H  0.1909  5.8823  4.8418  0.39
H  0.5999  4.5166  3.8657  0.20
H  -0.9105  4.5348  4.6981  0.35
H  -1.7121  6.5317  3.0981  0.20
H  1.0126  6.0069  1.7548  0.21
H  0.7698  7.4809  2.7835  0.40
H  -0.1982  7.2105  1.3641  0.35
H  -1.8554  4.4473  2.2029  0.19
C  2.9516  -4.1034  1.5180  -1.48
C  2.5659  -2.6539  1.8658  0.80
C  3.5335  -1.6912  1.2139  -1.40
O  1.2215  -2.2943  1.5327  0.34
H  2.9555  -4.2451  0.4387  0.26
H  2.2358  -4.8157  1.9475  0.28
H  3.9838  -4.2288  1.8515  0.49
H  2.6429  -2.6079  2.9583  0.24
H  3.2933  -0.6528  1.4894  0.02
H  3.4076  -1.8072  0.1812  0.47
H  4.5939  -1.8193  1.5266  0.36
H  0.9475  -2.9817  0.8735  -0.12
C  0.3156  -0.1762  -4.4924  -1.14
C  -0.7765  0.9385  -4.6384  1.50
C  -1.5600  0.8372  -5.9995  -1.63
O  -1.6835  0.7621  -3.6031  -0.66
H  -0.0908  -1.0528  -4.0021  0.16
H  1.1240  0.1723  -3.8438  0.18
H  0.7078  -0.4942  -5.4443  0.49
H  -0.2502  1.8986  -4.5488  -0.38
H  -2.1565  -0.1107  -6.0393  0.31
H  -0.9172  0.9669  -6.8578  0.42
H  -2.1764  1.7176  -6.0526  0.43
H  -1.2523  0.8147  -2.7752  0.11
C  1.1366  0.1290  4.9243  -1.06
C  2.3510  0.5257  4.1220  0.48
O  2.3824  1.9172  3.8792  -0.56
H  1.2168  -0.9384  5.1266  0.32
H  0.1554  0.3180  4.4383  0.21
H  1.1650  0.5983  5.8916  0.39
H  2.5702  -0.0927  3.2543  -0.52
H  3.2063  0.3476  4.7502  0.49
H  1.6940  2.0719  3.2349  0.20
C  -5.3431  -3.6058  -2.4041  -1.26
C  -4.9294  -3.8159  -0.9666  -0.14
O  -3.6077  -4.2194  -0.7975  -0.42
H  -4.7358  -2.8876  -2.9127  0.33
H  -6.4017  -3.2456  -2.3897  0.34
H  -5.1904  -4.4987  -3.0960  0.32
H  -5.5447  -4.5176  -0.4331  0.34
H  -5.0360  -2.8130  -0.5644  0.23
H  -3.1342  -4.3309  -1.5967  0.16